Entry 1:
Entry from OMol25: a structure of composition C15H34CuNO4 (ωB97M-V/def2-TZVPD).

Geometry as XYZ:
```
55
Properties=species:S:1:pos:R:3
Cu -31.12 21.57 6.74
C -31.65 17.71 7.33
C -33.15 17.53 7.58
O -33.60 18.22 8.63
H -31.00 17.09 7.95
H -31.33 18.78 7.34
H -31.43 17.42 6.28
H -33.22 16.41 7.71
H -33.70 17.70 6.63
C -29.48 19.61 9.79
C -30.21 20.95 9.81
O -31.49 21.03 9.32
H -30.16 18.94 10.34
H -28.46 19.51 10.18
H -29.47 19.09 8.82
H -29.54 21.71 9.34
H -30.34 21.28 10.86
C -35.06 23.31 6.31
C -34.26 22.05 6.06
O -33.59 21.46 7.16
H -35.88 23.51 5.60
H -34.42 24.20 6.36
H -35.62 23.43 7.25
H -33.44 22.31 5.36
H -34.73 21.25 5.46
C -30.40 20.00 4.34
C -30.25 21.37 3.67
C -31.39 21.40 2.65
C -31.77 22.81 2.20
C -32.01 23.80 3.34
C -30.76 23.83 4.22
N -30.27 22.50 4.65
O -29.24 22.46 5.58
C -29.62 24.69 3.63
C -31.22 24.58 5.51
C -28.93 21.35 2.85
H -31.34 19.80 4.85
H -29.54 19.81 4.99
H -30.40 19.22 3.58
H -31.09 20.91 1.72
H -32.28 20.82 2.90
H -32.75 22.80 1.71
H -31.14 23.23 1.42
H -32.90 23.67 3.96
H -32.06 24.80 2.90
H -28.70 24.53 4.20
H -29.50 24.50 2.56
H -29.78 25.77 3.63
H -32.09 24.06 5.93
H -30.45 24.84 6.24
H -31.67 25.54 5.21
H -28.10 21.29 3.56
H -28.83 22.17 2.14
H -28.75 20.46 2.25
H -28.48 22.83 5.11
```

Results
2S+1: 1
F_max: 3.56 eV Å⁻¹
net charge: -2
total energy: -2587.749050 Eh

Atom charges from the Löwdin analysis, given in e for atoms 1 to 4: number 1, Cu, carries 0.4528; number 2, C, carries -0.1663; number 3, C, carries -0.6511; number 4, O, carries -0.3333



Entry 2:
Entry from OMol25: a structure of composition C15H34MoNO2P2 (ωB97M-V/def2-TZVPD).

Geometry as XYZ:
```
55
Properties=species:S:1:pos:R:3
C -0.66 0.95 -4.07
C -0.84 0.59 -2.69
N 0.07 1.05 -1.72
C 0.94 2.01 -2.09
C 0.94 2.59 -3.38
C 0.16 2.01 -4.40
C -1.94 -0.13 -2.24
P -2.08 -0.52 -0.49
Mo -0.10 0.26 0.39
P 2.18 1.53 0.34
C 1.82 2.62 -1.01
O -0.74 -3.10 -4.92
O 1.00 -5.60 -0.13
H -1.27 0.45 -4.82
H 1.58 3.47 -3.55
H 0.22 2.43 -5.41
C -3.63 0.42 -0.17
C -2.63 -2.28 -0.25
H 2.77 2.93 -1.47
H 1.26 3.48 -0.60
H -1.35 -3.50 -4.26
H -2.46 -0.67 -3.07
C 2.49 2.40 1.83
C 3.70 0.66 -0.13
H 1.20 -0.60 -0.20
H 0.28 -5.79 0.49
H 0.51 -5.14 -0.80
H 0.08 -3.65 -4.62
H -0.78 1.69 0.98
H 1.76 -0.18 0.39
H -4.42 -0.04 -0.78
H -3.90 0.42 0.89
H -3.43 1.45 -0.52
H -3.41 -2.56 -0.98
H -1.76 -2.96 -0.32
H -3.05 -2.33 0.78
H 4.47 1.44 -0.18
H 3.96 -0.09 0.63
H 3.61 0.15 -1.10
H 3.41 2.97 1.66
H 1.65 3.06 2.03
H 2.61 1.69 2.65
C -1.63 0.28 3.57
C -0.13 0.07 3.37
C 0.53 -0.42 4.68
C 0.13 -0.88 2.22
H -2.14 -0.67 3.76
H -2.10 0.75 2.70
H -1.80 0.93 4.43
H 0.32 1.04 3.13
H 0.15 -1.40 4.98
H 1.62 -0.51 4.57
H 0.34 0.28 5.49
H 1.11 -1.37 2.28
H -0.64 -1.65 2.11
```

Results
2S+1: 3
F_max: 4.15 eV Å⁻¹
net charge: +1
total energy: -1547.642150 Eh

Atom charges from the Löwdin analysis, given in e for atoms 1 to 4: number 1, C, carries -0.0235; number 2, C, carries -0.3607; number 3, N, carries -0.0749; number 4, C, carries -0.3439



Which formula does entry 1 have?
C15H34CuNO4



Which value of 2S+1 does entry 2 give?
3



Number 1 is which compound?
C15H34CuNO4